Entry 1:
C2H4CoLiO4 as an isolated structure in a non-equilibrium geometry, computed with ωB97M-V/def2-TZVPD.

```
12
Properties=species:S:1:pos:R:3:nbo_charge:R:1
O -1.468 -0.932 -1.651 -0.07
C -0.562 -0.094 -1.667 0.43
H -0.290 0.290 -2.659 0.36
H -0.331 0.420 -0.722 0.16
Co -3.513 -1.073 0.249 1.87
Li -1.129 -3.478 -0.396 1.00
O -1.786 -1.569 -0.306 -0.72
C 2.170 1.637 1.441 0.57
O 1.600 0.671 0.896 -0.03
O 0.655 -0.029 1.563 0.70
H 2.585 2.361 0.733 0.38
H 2.071 1.797 2.521 0.36
```

## Properties
- Spin multiplicity: 6
- Maximum force: 5.3 eV/A
- <S²>: 8.764
- E_HOMO (alpha / beta): -1.262 / -1.246 hartree
- LUMO energy (alpha / beta): -0.897 / -1.065 hartree
- Net charge: +5
- Electronic energy: -48068.7759 eV

***

Entry 2:
A 2-piece molecular cluster, C2HF3Si overall in a non-equilibrium geometry, computed with ωB97M-V/def2-TZVPD.

```
7
Properties=species:S:1:pos:R:3:nbo_charge:R:1
C -2.489 0.074 0.186 -0.38
C -1.333 0.069 -0.222 -0.36
F 1.619 0.790 1.253 -0.64
F 1.953 0.239 -1.472 -0.64
F 2.223 -1.492 0.214 -0.65
Si 1.436 -0.148 -0.008 2.44
H -3.409 0.470 0.048 0.22
```

## Properties
- Spin multiplicity: 1
- Maximum force: 3.5 eV/A
- E_HOMO: -0.376 hartree
- LUMO energy: -0.063 hartree
- Electronic energy: -18120.1252 eV
- ΔE to the lowest compared entry with this formula, charge and spin: 71.9 kcal/mol

***

Entry 3:
C28H29Cl2F5NO7S2Ti as an isolated structure in a non-equilibrium geometry, computed with ωB97M-V/def2-TZVPD.

```
75
Properties=species:S:1:pos:R:3:lowdin_charge:R:1
Ti -0.213 0.545 0.400 1.16
C 3.388 1.221 -2.011 -0.06
C 3.301 1.717 -0.570 -0.38
C 4.667 2.226 -0.092 -0.04
C 2.811 0.668 0.403 -0.24
C 2.180 1.070 1.595 -0.08
C 1.962 0.159 2.634 -0.04
C 2.298 -1.180 2.494 -0.27
C 2.003 -2.175 3.579 -0.02
C 2.883 -1.577 1.292 -0.01
C 3.140 -0.678 0.267 -0.03
H 3.558 2.059 -2.688 0.09
H 2.477 0.709 -2.325 0.07
H 4.227 0.534 -2.139 0.08
H 2.605 2.560 -0.526 0.12
H 5.383 1.403 -0.038 0.09
H 4.601 2.682 0.896 0.09
H 5.057 2.971 -0.786 0.09
H 2.001 2.128 1.764 0.13
H 1.532 0.512 3.563 0.13
H 1.073 -2.706 3.360 0.08
H 1.887 -1.683 4.543 0.09
H 2.797 -2.916 3.663 0.09
H 3.162 -2.617 1.166 0.12
H 3.637 -1.022 -0.631 0.12
O -2.006 1.186 0.385 -0.39
S -2.042 1.827 1.785 0.64
O -2.652 3.099 1.827 -0.18
O -0.582 1.746 2.105 -0.33
C -2.937 0.706 2.824 -0.21
C -3.779 1.333 3.727 -0.03
C -4.521 0.580 4.633 -0.03
C -4.416 -0.792 4.638 -0.02
C -3.576 -1.435 3.730 -0.02
C -2.843 -0.707 2.816 -0.21
S -1.838 -1.664 1.709 0.55
O -2.404 -1.611 0.386 -0.31
O -1.606 -2.960 2.257 -0.25
O -0.552 -0.820 1.707 -0.43
H -3.857 2.411 3.717 0.12
H -5.174 1.082 5.334 0.12
H -4.979 -1.379 5.351 0.12
H -3.483 -2.512 3.730 0.12
C 0.972 -3.464 -3.216 -0.02
C 0.056 -3.418 -1.989 -0.55
C 0.444 -4.479 -0.947 -0.01
C -1.424 -3.559 -2.387 -0.02
C 0.208 -2.107 -1.338 -0.05
N 0.337 -1.093 -0.821 0.19
H 0.794 -4.403 -3.740 0.10
H 2.023 -3.421 -2.931 0.09
H 0.760 -2.642 -3.900 0.10
H 0.278 -5.463 -1.384 0.10
H -0.167 -4.391 -0.048 0.09
H 1.495 -4.395 -0.671 0.09
H -1.602 -4.601 -2.651 0.10
H -1.653 -2.933 -3.249 0.08
H -2.085 -3.285 -1.566 0.08
F -0.448 6.168 -3.818 0.16
C -0.246 5.065 -3.117 -0.12
C -0.251 5.113 -1.731 -0.13
F -0.444 6.265 -1.106 0.15
C -0.052 3.954 -1.003 -0.13
F -0.038 4.007 0.326 0.13
C 0.164 2.740 -1.641 -0.20
O 0.318 1.607 -0.926 -0.19
C 0.190 2.709 -3.029 -0.16
F 0.416 1.560 -3.661 0.10
C -0.027 3.860 -3.766 -0.13
F -0.022 3.807 -5.090 0.15
Cl -2.145 0.172 -2.545 0.63
C -3.906 -0.017 -2.736 -0.95
Cl -4.803 0.246 -1.248 0.58
H -4.086 -1.027 -3.083 0.03
H -4.223 0.722 -3.462 0.03
```

## Properties
- Spin multiplicity: 1
- Maximum force: 1.4 eV/A
- E_HOMO: -0.432 hartree
- LUMO energy: -0.182 hartree
- Net charge: +1
- Electronic energy: -128743.6038 eV
- ΔE to the lowest compared entry with this formula, charge and spin: 18.3 kcal/mol

***

Entry 4:
C2HLi3O2 as an isolated structure in a non-equilibrium geometry, computed with ωB97M-V/def2-TZVPD.

```
8
Properties=species:S:1:pos:R:3:nbo_charge:R:1
O -1.586 -0.517 1.397 -0.61
C -0.312 -0.928 1.041 0.05
C 0.642 -0.080 0.536 0.32
Li -0.360 3.136 -0.386 0.47
Li -0.421 0.841 -1.866 -0.24
H 0.442 -0.997 2.022 0.18
Li 0.489 -1.164 -2.039 0.82
O 1.107 -0.289 -0.705 -0.99
```

## Properties
- Spin multiplicity: 1
- Maximum force: 9.3 eV/A
- E_HOMO (alpha / beta): -0.192 / -0.192 hartree
- LUMO energy (alpha / beta): -0.046 / -0.046 hartree
- Electronic energy: -6792.8475 eV
- ΔE to the lowest compared entry with this formula, charge and spin: 127.4 kcal/mol

***

Entry 5:
C33H38BrF6N4O3PbS3Sb as an isolated structure, computed with ωB97M-V/def2-TZVPD.

```
90
Properties=species:S:1:pos:R:3:mulliken_spin:R:1
Pb 0.355 -0.502 0.959 0.01
N -0.822 1.295 -0.307 0.00
C -1.844 2.014 0.454 0.00
C -1.212 2.749 1.629 0.00
N -0.465 1.837 2.493 0.00
H -0.125 1.935 -0.679 0.00
H -1.207 0.759 -1.080 0.00
H -2.585 1.294 0.812 0.00
H -2.367 2.753 -0.161 0.00
H -2.000 3.292 2.164 0.00
H -0.512 3.491 1.233 0.00
H -1.088 1.217 3.004 0.00
H 0.076 2.349 3.178 0.00
Br 2.491 -3.478 2.681 0.00
C 0.912 -4.061 1.784 0.00
C 0.290 -5.226 2.197 0.00
C -0.855 -5.597 1.509 0.00
C -1.306 -4.814 0.459 0.00
C -0.609 -3.657 0.148 0.00
N 0.491 -3.293 0.811 0.00
C -1.133 -2.716 -0.935 0.00
O -1.868 -3.193 -1.787 0.00
O -0.744 -1.498 -0.847 0.00
H 0.674 -5.794 3.031 0.00
H -1.393 -6.489 1.803 0.00
H -2.191 -5.053 -0.112 0.00
F 1.857 2.181 -0.998 0.00
Sb 1.879 3.142 -2.650 0.00
F 3.545 3.891 -2.165 0.00
F 2.773 1.689 -3.467 0.00
F 1.861 4.106 -4.271 0.00
F 0.205 2.343 -3.046 0.00
F 0.967 4.542 -1.751 0.00
C 7.433 2.090 2.439 -0.01
C 5.952 1.999 2.177 -0.06
C 5.073 2.918 2.747 0.23
C 3.696 2.848 2.517 -0.11
C 2.764 3.866 3.119 0.00
C 3.209 1.832 1.727 0.07
C 4.063 0.877 1.112 0.03
C 5.454 1.002 1.357 0.14
N 3.450 -0.043 0.344 0.61
C 4.150 -0.845 -0.652 -0.12
C 5.039 0.016 -1.564 0.05
C 4.949 -1.986 0.018 0.06
C 3.050 -1.463 -1.522 0.01
H 7.687 3.020 2.948 0.00
H 7.998 2.049 1.506 0.00
H 7.771 1.262 3.065 0.00
H 5.469 3.716 3.367 0.01
H 3.210 4.862 3.112 0.00
H 2.529 3.617 4.157 0.00
H 1.831 3.914 2.558 0.00
H 2.153 1.788 1.499 0.08
H 6.148 0.303 0.915 0.02
H 5.928 0.398 -1.065 -0.01
H 4.470 0.859 -1.954 -0.01
H 5.361 -0.591 -2.412 0.00
H 5.402 -1.682 0.960 0.00
H 5.741 -2.325 -0.653 0.00
H 4.294 -2.831 0.231 0.00
H 2.499 -0.680 -2.046 0.00
H 2.356 -2.035 -0.902 0.00
H 3.482 -2.135 -2.266 0.00
O -1.247 -1.219 2.361 0.00
C -2.297 -1.597 3.160 0.00
C -3.516 -1.980 2.319 0.00
C -3.611 -1.831 0.971 0.00
C -4.885 -2.194 0.450 0.00
C -5.748 -2.589 1.421 0.00
S -5.022 -2.524 2.973 0.00
C -2.699 -0.408 4.053 0.00
C -2.162 -0.004 5.239 0.00
C -2.625 1.274 5.659 0.00
C -3.514 1.818 4.784 0.00
S -3.795 0.781 3.451 0.00
C -1.801 -2.747 4.049 0.00
C -0.533 -2.809 4.548 0.00
C -0.288 -3.963 5.337 0.00
C -1.381 -4.769 5.423 0.00
S -2.700 -4.131 4.539 0.00
H -2.792 -1.464 0.373 0.00
H -5.128 -2.166 -0.602 0.00
H -6.768 -2.924 1.315 0.00
H -1.455 -0.603 5.795 0.00
H -2.319 1.757 6.577 0.00
H -4.033 2.760 4.863 0.00
H 0.209 -2.059 4.313 0.00
H 0.662 -4.187 5.803 0.00
H -1.479 -5.708 5.943 0.00
```

## Properties
- Spin multiplicity: 2
- Maximum force: 0.4 eV/A
- <S²>: 0.794
- E_HOMO (alpha / beta): -0.216 / -0.233 hartree
- LUMO energy (alpha / beta): 0.074 / 0.039 hartree
- Net charge: -1
- Electronic energy: -177587.4061 eV
- ΔE to the lowest compared entry with this formula, charge and spin: 7.8 kcal/mol

***

Entry 6:
One molecule with the formula C3H2O3 in a non-equilibrium geometry, computed with ωB97M-V/def2-TZVPD.

```
8
Properties=species:S:1:pos:R:3:nbo_charge:R:1
O -1.753 0.342 1.110 -0.57
C -0.487 0.482 0.867 0.22
C 0.090 0.421 -0.449 0.28
O 0.052 1.377 -1.202 -0.49
C 0.977 -0.786 -0.699 0.35
O 1.005 -1.721 0.063 -0.47
H -1.431 0.550 2.025 0.54
H 1.547 -0.736 -1.645 0.14
```

## Properties
- Spin multiplicity: 1
- Maximum force: 2.6 eV/A
- E_HOMO: -0.342 hartree
- LUMO energy: -0.031 hartree
- Electronic energy: -9281.2955 eV
- ΔE to the lowest compared entry with this formula, charge and spin: 97.6 kcal/mol

***

Question: What is the spin multiplicity in the sixth record?
Answer: 1

***

Question: What is the maximum force in the third record?
Answer: 1.4 eV/A